No. 1
The following is a DFT calculation (ωB97M-V with the def2-TZVPD basis set) of a single C16H22N2O4 molecule.

multiplicity: 1
SMILES: CCOc1ccc(CN2CCNC(=O)[C@H]2CC(=O)OC)cc1
energy relative to the best compared isomer or geometry (same formula, charge and spin): 1.247 eV

The geometry in XYZ format:
```
44
C16H22N2O4 (ωB97M-V with the def2-TZVPD basis set)
C 0.75098 2.24093 -5.75866
C 1.80110 1.20109 -5.37796
O 2.26615 1.35613 -4.05302
C 1.48424 0.96839 -3.00785
C 1.98046 1.28481 -1.74012
C 1.28726 0.92864 -0.60578
C 0.08190 0.23791 -0.69578
C -0.66075 -0.13657 0.55733
N 0.22673 -0.79546 1.50559
C 0.72988 -2.04925 0.98144
C 1.91613 -2.47548 1.83184
N 1.49682 -2.54091 3.20987
C 0.49398 -1.83051 3.75386
O 0.25816 -1.87910 4.94511
C -0.38464 -1.00291 2.80666
C -0.69118 0.32477 3.51243
C -2.00161 0.96825 3.13542
O -2.16818 2.15306 3.00058
O -2.98988 0.07200 3.00358
C -4.27172 0.59876 2.69376
C -0.40318 -0.08065 -1.95255
C 0.28031 0.28087 -3.10287
H 0.46739 2.11212 -6.79964
H 1.15759 3.23994 -5.62337
H -0.13473 2.14477 -5.13541
H 2.69473 1.33452 -5.99434
H 1.42136 0.18448 -5.54038
H 2.91652 1.81716 -1.67897
H 1.67526 1.17694 0.36973
H -1.03095 0.78010 1.02222
H -1.53122 -0.77003 0.30936
H 1.05304 -1.89498 -0.04911
H -0.04257 -2.83968 0.99462
H 2.28087 -3.45817 1.52051
H 2.72583 -1.74455 1.71307
H 2.07736 -3.04718 3.86403
H -1.33102 -1.57478 2.72106
H -0.73814 0.11123 4.58583
H 0.11333 1.03929 3.33481
H -4.56647 1.34092 3.43798
H -4.95744 -0.24456 2.70118
H -4.25840 1.07455 1.71061
H -1.33647 -0.61829 -2.04705
H -0.13882 0.01142 -4.05962
```

---

No. 2
The following is a DFT calculation (ωB97M-V with the def2-TZVPD basis set) of a molecular structure, C24H27CrO4PSSe2.

multiplicity: 2
energy relative to the best compared isomer or geometry (same formula, charge and spin): 0.073 eV
net charge: +1

The geometry in XYZ format:
```
60
C24H27CrO4PSSe2 (ωB97M-V with the def2-TZVPD basis set)
Cr 0.20564 0.73352 -0.52580
Se 0.00382 0.67444 1.92505
P -1.35913 -0.97823 1.49320
Se -1.54878 -1.05491 -0.67592
C -2.96057 -0.73397 2.28597
C -4.10611 -1.28426 1.71583
C -5.32540 -1.15111 2.36266
C -5.40044 -0.47253 3.57175
C -4.25907 0.07652 4.13831
C -3.03632 -0.05040 3.49678
C -0.69814 -2.51521 2.15877
C -0.76654 -3.69760 1.43020
C -0.30463 -4.87769 1.99721
C 0.22075 -4.87349 3.28065
C 0.29142 -3.69068 4.00605
C -0.16543 -2.50868 3.44776
H -4.04638 -1.80671 0.76886
H -6.21761 -1.57609 1.92177
H -6.35396 -0.36756 4.07243
H -4.32017 0.60699 5.07940
H -2.14712 0.39182 3.92887
H -1.16717 -3.69367 0.42500
H -0.35323 -5.79994 1.43302
H 0.58307 -5.79478 3.71794
H 0.70598 -3.68862 5.00573
H -0.09583 -1.58235 4.00553
C -2.51931 4.07651 -0.76446
C -1.18730 3.40892 -0.83940
C 0.03372 4.21628 -1.09366
O -1.14743 2.19088 -0.65732
H -2.44543 5.15442 -0.88008
H -2.98109 3.83108 0.19317
H -3.16438 3.66315 -1.54256
H -0.15115 4.93790 -1.89026
H 0.89811 3.59589 -1.31009
H 0.23274 4.79553 -0.18493
C -0.61659 -0.90310 -4.26074
S -0.76285 0.75347 -3.61518
C -0.11130 1.62939 -5.01630
O 0.35553 0.87647 -2.58442
H 0.44526 -1.11662 -4.38413
H -1.15156 -0.96261 -5.20779
H -1.06009 -1.58328 -3.53737
H -0.73432 1.40484 -5.88177
H 0.91825 1.30709 -5.17157
H -0.15170 2.69376 -4.79534
O 1.80748 -0.39997 -0.55635
C 2.56786 0.63555 -0.60807
O 1.98916 1.75833 -0.51849
C 4.02147 0.50323 -0.79396
C 4.68012 -0.61503 -0.29444
C 6.04479 -0.74551 -0.49149
C 6.73736 0.22422 -1.20562
C 6.07334 1.33355 -1.71381
C 4.71331 1.48193 -1.49819
H 4.12000 -1.36571 0.24797
H 6.56836 -1.60539 -0.09509
H 7.80164 0.11418 -1.36822
H 6.61868 2.08011 -2.27626
H 4.17866 2.34573 -1.87074
```

---

No. 3
The following is a DFT calculation (ωB97M-V with the def2-TZVPD basis set) of 9 unconnected molecules or ions with the total composition C70H155N9O11.

multiplicity: 1
SMILES: CC1(C)CCCC(C)(C)N1O.CC1(C)CCCC(C)(C)N1O.CC1(C)CCCC(C)(C)N1O.CC1(C)CCCC(C)(C)N1O.CC1(C)CCCC(C)(C)N1O.CC1(C)CCCC(C)(C)N1O.COC[C@H](C)N.COCCNCCOC.COCCNCCOC
energy relative to the best compared isomer or geometry (same formula, charge and spin): 5.681 eV

The geometry in XYZ format:
```
245
C70H155N9O11 (ωB97M-V with the def2-TZVPD basis set)
C -1.35378 -6.17148 0.35128
C -0.35110 -6.21747 -0.80552
C 0.97529 -6.36168 -0.23325
C -0.68848 -7.42022 -1.68137
C 0.07365 -7.42508 -3.01925
C -0.38501 -6.15015 -3.78641
C -0.12987 -4.81984 -2.98954
C 1.43394 -4.27532 -3.12845
C -1.18155 -3.85643 -3.63931
N -0.44279 -4.97895 -1.55293
O -0.03741 -3.86125 -0.75144
H -1.20589 -5.20994 0.84287
H -2.39074 -6.16229 0.01553
H -1.18030 -7.02642 1.00480
H 1.04686 -7.23101 0.42038
H 1.79566 -6.46063 -0.94410
H 1.11281 -5.57649 0.51017
H -0.49495 -8.30616 -1.07659
H -1.76465 -7.49129 -1.83921
H 1.15176 -7.55025 -2.91870
H -0.11598 -8.36239 -3.54231
H -1.35581 -6.21897 -4.27725
H 0.29307 -6.25067 -4.63388
H 1.80992 -4.25139 -4.15127
H 2.15033 -4.83207 -2.52438
H 1.62432 -3.26307 -2.77178
H -2.21009 -3.97260 -3.29770
H -1.04265 -3.91105 -4.71904
H -0.79564 -2.87997 -3.34657
H -0.87773 -3.46611 -0.50786
C -1.04641 4.99119 3.29670
C 0.41112 4.87995 2.79702
C 0.97741 3.45021 2.76905
C 0.41606 5.44594 1.38217
C 1.72124 6.07209 0.79486
C 2.20421 7.20510 1.68839
C 2.31839 6.64196 3.17320
C 3.71195 5.81230 3.27535
C 2.49243 7.98317 3.94810
N 1.16883 5.80663 3.64161
O 1.32565 5.44987 5.01654
H -1.67994 4.22318 2.85297
H -0.98087 4.65965 4.33299
H -1.56200 5.94872 3.22309
H 0.24569 2.76410 2.34249
H 1.93877 3.36780 2.26201
H 1.11582 3.13394 3.80294
H 0.10709 4.64881 0.70599
H -0.35130 6.20246 1.21804
H 2.49591 5.30809 0.72946
H 1.42850 6.52972 -0.15011
H 1.57780 8.08262 1.52819
H 3.12755 7.57427 1.24199
H 3.96104 5.55989 4.30605
H 4.56157 6.37677 2.89114
H 3.69427 4.82309 2.81791
H 3.50909 8.31699 3.74058
H 2.23831 7.95227 5.00761
H 1.72903 8.70363 3.65440
H 0.53047 5.82191 5.40496
C -3.68137 0.37031 -3.77287
C -4.35481 0.68786 -5.10504
C -5.13158 -0.63935 -5.46101
C -5.50867 1.70124 -4.87415
C -4.95494 3.16474 -4.81826
C -4.15468 3.40081 -6.07982
C -3.04921 2.33411 -6.48607
C -2.60250 2.55318 -8.00547
C -1.75513 2.39124 -5.55028
N -3.60306 0.98738 -6.40441
O -2.73088 -0.03337 -6.73834
H -3.17719 -0.59204 -3.86112
H -2.98797 1.12102 -3.39375
H -4.33500 0.10225 -2.94280
H -5.92634 -1.07197 -4.85331
H -5.43040 -0.57094 -6.50702
H -4.41088 -1.45597 -5.50365
H -6.17006 1.77039 -5.73780
H -6.02003 1.44151 -3.94724
H -5.82089 3.81081 -4.67394
H -4.32442 3.18648 -3.92941
H -3.68919 4.31284 -5.70616
H -4.80898 3.74822 -6.87939
H -2.14663 3.47837 -8.35803
H -3.51689 2.42508 -8.58477
H -1.93191 1.74570 -8.29937
H -1.09407 1.53974 -5.71166
H -2.06604 2.37591 -4.50568
H -1.08231 3.18552 -5.87361
H -3.29644 -0.66359 -7.19061
C -0.57621 0.06879 4.92044
C -1.51527 -0.68258 3.97720
C -2.55630 0.34696 3.44207
C -0.73678 -1.22715 2.64329
C 0.14163 -2.46995 2.95917
C -0.63346 -3.54610 3.72634
C -1.46862 -3.14390 4.96281
C -2.51684 -4.30084 5.11579
C -0.58252 -3.02669 6.18655
N -2.17299 -1.84643 4.58257
O -3.24870 -1.58296 5.47680
H 0.30024 -0.57056 5.02613
H -0.35318 1.06408 4.53607
H -0.97175 0.18083 5.92994
H -2.05814 1.03049 2.75452
H -3.48473 -0.12811 3.12518
H -2.83089 1.00118 4.26954
H -1.35142 -1.29999 1.74606
H -0.12726 -0.40005 2.27930
H 0.51894 -2.78354 1.98583
H 1.00998 -2.25504 3.58197
H 0.11518 -4.24575 4.09801
H -1.26783 -4.02610 2.98117
H -3.09638 -4.08632 6.01368
H -2.17488 -5.32508 5.26446
H -3.26943 -4.22537 4.33093
H -0.34012 -4.04286 6.49758
H -0.97186 -2.50479 7.06070
H 0.40956 -2.65071 5.93652
H -4.05954 -1.77049 4.99827
C 7.44968 1.05950 5.44234
C 5.99047 0.63112 5.63926
C 5.81220 0.01561 7.07492
C 5.23556 1.94871 5.81806
C 3.67570 1.82297 5.72282
C 3.27778 0.97024 4.55740
C 4.04313 -0.42018 4.46567
C 3.66997 -1.66674 5.34638
C 3.81240 -0.76131 2.97828
N 5.44386 -0.24264 4.63031
O 6.29985 -1.37381 4.41828
H 7.44479 1.52461 4.45657
H 7.90360 1.77253 6.13057
H 8.07690 0.16918 5.39730
H 6.32597 -0.93743 7.20086
H 6.25659 0.57330 7.89930
H 4.75680 -0.20374 7.23653
H 5.39352 2.36784 6.81178
H 5.66888 2.74886 5.21798
H 3.01253 1.42301 6.48984
H 3.17880 2.77716 5.54757
H 3.52947 1.65425 3.74692
H 2.26316 0.57514 4.50700
H 2.98413 -2.34927 4.84451
H 3.24718 -1.34137 6.29690
H 4.59502 -2.19859 5.56892
H 3.90443 0.04551 2.25118
H 2.78744 -1.11278 2.85982
H 4.33528 -1.64060 2.60205
H 6.56814 -1.20097 3.51288
C 2.30451 -0.72968 -0.17206
C 2.39838 0.48182 -1.19407
C 3.80121 1.09867 -1.10272
C 2.31333 -0.10804 -2.62970
C 0.92789 -0.43670 -3.09311
C 0.04341 0.76106 -2.98003
C -0.00648 1.23784 -1.58376
C -0.91881 2.59573 -1.66023
C -0.95284 0.32729 -0.67663
N 1.29580 1.41337 -1.01879
O 1.38752 2.11877 0.07835
H 3.32634 -1.05803 0.01808
H 2.06819 -0.15290 0.72214
H 1.55055 -1.50634 -0.30027
H 3.81540 2.10048 -1.53199
H 4.04841 1.25670 -0.05295
H 4.60405 0.51364 -1.55139
H 2.96913 0.52712 -3.22517
H 2.89729 -1.02659 -2.68773
H 0.88949 -0.77460 -4.12870
H 0.51375 -1.22638 -2.46622
H -0.93102 0.44224 -3.35008
H 0.47027 1.50915 -3.64804
H -0.45019 3.30983 -2.33740
H -0.95678 3.14192 -0.71772
H -1.91819 2.29748 -1.97708
H -0.59568 -0.68156 -0.46986
H -1.87540 0.14845 -1.22889
H -1.20571 0.95303 0.17929
H 1.81571 2.90664 -0.26448
C -8.30303 -3.69609 0.30150
O -6.99273 -3.73882 -0.13105
C -5.97740 -3.16955 0.72543
C -4.64197 -2.98129 -0.07757
C -3.30460 -2.69475 0.62913
N -4.89475 -1.93032 -1.05493
H -8.90939 -4.30380 -0.37014
H -8.72823 -2.70113 0.43321
H -8.34152 -4.15701 1.28851
H -6.32690 -2.25283 1.20036
H -5.79870 -3.82091 1.58094
H -4.41082 -3.82435 -0.72867
H -3.13279 -3.58836 1.22917
H -3.32237 -1.88535 1.35896
H -2.49076 -2.50376 -0.07036
H -5.75466 -2.08454 -1.56176
H -5.08350 -1.07187 -0.55739
C 12.38225 -3.95147 -1.54482
O 12.11115 -2.69560 -1.02466
C 10.72469 -2.28290 -1.22996
C 10.30240 -2.35687 -2.74086
N 8.94118 -1.89415 -2.89595
C 8.78208 -0.45274 -2.51601
C 7.55836 0.17892 -3.23831
O 7.91023 0.30828 -4.63705
C 6.91805 0.66212 -5.59303
H 12.32306 -4.00189 -2.63205
H 11.63942 -4.66718 -1.19262
H 13.36849 -4.37194 -1.34829
H 10.76263 -1.23806 -0.92176
H 9.90826 -2.61092 -0.58658
H 10.12819 -3.38177 -3.06848
H 10.90084 -1.87774 -3.51571
H 8.83819 -1.90822 -3.90059
H 9.57397 0.16321 -2.94217
H 8.65686 -0.23971 -1.45439
H 7.23711 1.12517 -2.80299
H 6.73350 -0.52057 -3.10260
H 7.41064 0.59160 -6.56281
H 6.67338 1.72043 -5.50242
H 5.99670 0.08044 -5.62235
C -11.72647 3.41353 -3.42597
O -10.35717 3.13781 -3.04152
C -9.93649 4.06094 -1.93962
C -8.41810 3.93593 -1.64262
N -8.32375 2.57409 -1.14993
C -6.94307 2.26202 -0.77857
C -6.78902 0.82420 -0.30090
O -5.44266 0.67141 0.01530
C -4.70905 1.51975 0.97931
H -11.77964 4.49094 -3.58234
H -12.35507 3.08010 -2.60027
H -12.14919 2.96547 -4.32522
H -10.50389 3.76330 -1.05782
H -10.28896 5.09133 -1.98625
H -8.16335 4.77111 -0.99019
H -8.01153 4.17586 -2.62509
H -8.51311 1.98856 -1.95081
H -6.59137 3.03717 -0.09772
H -6.24222 2.19432 -1.61064
H -7.18323 0.10346 -1.01731
H -7.15365 0.64087 0.70981
H -4.57685 2.51612 0.55758
H -3.81939 0.98228 1.30754
H -5.18225 1.62064 1.95605
```

---

No. 4
The following is a DFT calculation (ωB97M-V with the def2-TZVPD basis set) of a single C8H12N2Si molecule.

multiplicity: 1
SMILES: C=[Si](C)Nc1ccccc1N
energy relative to the best compared isomer or geometry (same formula, charge and spin): 2.504 eV

The geometry in XYZ format:
```
23
C8H12N2Si (ωB97M-V with the def2-TZVPD basis set)
C 2.16119 0.60953 -1.87231
Si 2.03484 0.33497 -0.19798
C 3.44949 -0.05012 0.99871
N 0.65947 -0.15996 0.85926
C -0.69315 0.01405 0.51219
C -1.25037 1.17643 0.72617
C -2.57750 1.43963 0.45752
C -3.36883 0.48966 -0.08683
C -2.77160 -0.81317 -0.29363
C -1.40589 -1.06764 -0.03425
N -0.79521 -2.23082 -0.44438
H 1.49453 1.07651 -2.59338
H 3.13439 0.92882 -2.24123
H 3.17116 -0.26605 2.00399
H 4.10895 -0.76914 0.55311
H 4.03215 0.82117 0.88791
H 0.87970 -0.01062 1.86318
H -0.60583 2.02034 0.87360
H -2.83285 2.37282 0.77394
H -4.36277 0.60207 -0.38015
H -3.45012 -1.62957 -0.51601
H 0.22720 -2.15277 -0.68301
H -1.23894 -2.73614 -1.16643
```